[1]
# C36H35BrIrN5OS

C36H35BrIrN5OS as an isolated structure in a non-equilibrium geometry (ωB97M-V/def2-TZVPD, the Open Molecules 2025 dataset).

The geometry in XYZ format:
```
80
Properties=species:S:1:pos:R:3:lowdin_spin:R:1
Ir -0.762 0.977 0.209 0.31
N 1.133 1.137 4.029 0.00
C 0.697 1.214 2.766 0.01
S -0.933 0.644 2.450 0.09
N 1.517 1.717 1.870 0.01
N 0.998 1.751 0.615 -0.01
C 1.725 2.137 -0.380 0.01
C 3.131 2.561 -0.232 0.00
C 3.502 3.859 -0.566 0.00
C 4.824 4.255 -0.435 0.00
C 5.776 3.352 0.015 0.00
C 5.406 2.055 0.345 0.00
C 4.084 1.658 0.230 0.00
C 1.042 2.131 -1.688 0.00
C 1.636 2.566 -2.856 0.00
C 0.880 2.603 -4.020 0.00
C -0.447 2.213 -3.982 0.00
C -0.972 1.759 -2.784 0.00
N -0.235 1.695 -1.678 0.00
H 0.504 0.874 4.766 0.00
H 2.008 1.573 4.268 0.00
H 2.755 4.566 -0.908 0.00
H 5.109 5.269 -0.683 0.00
H 6.809 3.661 0.112 0.00
H 6.149 1.352 0.698 0.00
H 3.786 0.652 0.497 0.00
H 2.670 2.880 -2.845 0.00
H 1.324 2.945 -4.945 0.00
H -1.073 2.248 -4.862 0.00
H -1.997 1.428 -2.696 0.00
C -1.342 -6.534 1.467 0.01
C -1.859 -5.864 0.186 0.01
C -1.381 -6.659 -1.039 0.01
C -3.387 -5.880 0.218 0.00
C -1.302 -4.448 0.088 0.09
C -2.118 -3.342 -0.109 0.00
C -1.533 -2.098 -0.184 0.08
Br -2.667 -0.595 -0.556 0.02
C -0.151 -1.866 -0.086 0.03
O 0.358 -0.651 -0.144 0.24
C 0.694 -3.004 0.058 0.06
C 0.083 -4.239 0.155 -0.01
C 2.214 -2.842 0.137 0.01
C 2.734 -2.099 -1.105 0.00
C 2.924 -4.196 0.194 0.00
C 2.584 -2.069 1.413 0.00
H -1.734 -7.549 1.532 0.00
H -1.667 -5.986 2.354 0.00
H -0.254 -6.600 1.488 0.00
H -1.792 -7.670 -1.008 0.00
H -0.294 -6.740 -1.065 0.00
H -1.709 -6.185 -1.966 0.00
H -3.734 -6.902 0.371 0.00
H -3.818 -5.527 -0.721 0.00
H -3.782 -5.273 1.036 0.00
H -3.189 -3.439 -0.203 0.00
H 0.710 -5.107 0.286 0.00
H 2.488 -2.651 -2.014 0.00
H 3.822 -2.021 -1.049 0.00
H 2.320 -1.096 -1.188 0.00
H 2.680 -4.823 -0.665 0.00
H 2.689 -4.744 1.108 0.00
H 4.002 -4.028 0.182 0.00
H 2.167 -1.065 1.412 0.00
H 3.671 -1.992 1.493 0.00
H 2.220 -2.593 2.300 0.00
N -6.802 8.926 0.863 0.00
C -6.112 8.011 0.786 0.00
C -5.246 6.865 0.688 0.00
C -5.161 6.160 -0.509 0.00
C -4.327 5.063 -0.603 0.00
C -3.569 4.655 0.497 0.00
C -3.663 5.367 1.694 0.00
C -4.495 6.466 1.791 0.00
C -2.698 3.517 0.403 0.03
C -1.964 2.558 0.326 0.00
H -5.750 6.477 -1.359 0.00
H -4.257 4.512 -1.531 0.00
H -3.078 5.050 2.547 0.00
H -4.568 7.019 2.717 0.00
```

As for the multiplicity: 2. The calculation puts the HOMO energy (spin up / spin down) at -10.57 / -10.54 eV. Its LUMO energy (spin up / spin down) is -3.723 / -5.793 eV. The calculation puts the molecular weight at 857.9 g/mol. As for the expectation value of S²: 0.7667. Its strongest force on any atom is 1.2 eV/A. The charge is +1.

[2]
# C39H104O41S12

C39H104O41S12 as an isolated structure in a non-equilibrium geometry (ωB97M-V/def2-TZVPD, the Open Molecules 2025 dataset).

The geometry in XYZ format:
```
196
Properties=species:S:1:pos:R:3:lowdin_charge:R:1
O 0.676 7.209 -4.299 -0.27
S 0.888 5.864 -4.750 0.59
O 2.080 5.237 -4.225 -0.29
O -0.333 4.908 -4.374 -0.29
C -0.592 4.548 -2.989 -0.23
C -1.567 5.517 -2.363 -0.05
C 0.895 5.725 -6.523 -0.10
H 0.362 4.492 -2.468 0.12
H -1.001 3.546 -3.115 0.10
H -2.403 5.836 -2.982 0.08
H -1.068 6.360 -1.883 0.09
H -2.013 5.076 -1.462 0.07
H 1.244 4.726 -6.785 0.05
H 1.710 6.341 -6.900 0.08
H -0.081 5.945 -6.943 0.07
O -1.491 1.815 -0.826 -0.27
S -0.363 1.057 -1.301 0.61
O 0.732 1.769 -1.907 -0.28
O 0.236 0.185 -0.090 -0.25
C -0.662 -0.210 0.977 -0.24
C 0.081 -1.001 2.016 -0.03
C -0.794 -0.321 -2.339 -0.12
H -1.500 -0.770 0.559 0.10
H -1.027 0.676 1.500 0.08
H 0.788 -0.416 2.598 0.06
H 0.448 -1.975 1.693 0.05
H -0.673 -1.235 2.778 0.07
H -1.595 -0.904 -1.882 0.07
H 0.098 -0.935 -2.442 0.05
H -1.217 0.041 -3.276 0.06
O -0.350 1.408 8.334 -0.27
S -0.604 2.001 7.055 0.63
O -1.903 2.571 6.782 -0.29
O 0.538 3.145 6.793 -0.24
C 0.302 4.023 5.690 -0.28
C 1.434 5.034 5.719 -0.06
C -0.232 0.857 5.713 -0.09
H -0.624 4.594 5.750 0.12
H 0.418 3.468 4.758 0.09
H 1.404 5.605 4.790 0.08
H 2.383 4.503 5.832 0.08
H 1.429 5.714 6.571 0.08
H -0.098 1.324 4.739 0.04
H -1.056 0.158 5.582 0.06
H 0.698 0.350 5.965 0.06
O -4.152 0.734 3.870 -0.23
S -3.162 0.500 2.845 0.70
O -2.219 1.527 2.513 -0.36
O -2.314 -0.833 3.210 -0.31
C -2.777 -1.736 4.215 -0.24
C -3.282 -3.056 3.654 -0.06
C -3.978 -0.068 1.338 -0.07
H -3.429 -1.232 4.929 0.12
H -1.914 -1.987 4.837 0.12
H -4.084 -3.518 4.228 0.09
H -2.439 -3.750 3.657 0.07
H -3.599 -2.987 2.612 0.07
H -4.374 0.826 0.858 0.08
H -4.768 -0.793 1.508 0.08
H -3.248 -0.502 0.658 0.05
O 1.645 1.941 3.164 -0.27
S 2.351 2.768 2.228 0.60
O 1.621 3.715 1.433 -0.27
O 3.542 3.501 3.012 -0.26
C 4.216 4.636 2.446 -0.26
C 5.446 4.941 3.265 -0.06
C 3.326 1.779 1.080 -0.11
H 3.493 5.451 2.566 0.12
H 4.354 4.556 1.366 0.12
H 6.133 4.093 3.210 0.08
H 5.212 5.133 4.310 0.08
H 5.980 5.806 2.874 0.08
H 2.678 1.149 0.473 0.05
H 4.175 1.332 1.589 0.07
H 3.745 2.489 0.364 0.07
O 2.611 -3.062 1.698 -0.31
S 3.497 -4.205 1.701 0.63
O 4.828 -4.139 2.265 -0.27
O 2.648 -5.414 2.342 -0.28
C 3.395 -6.645 2.612 -0.22
C 2.314 -7.725 2.726 -0.05
C 3.643 -4.741 -0.013 -0.08
H 3.871 -6.407 3.561 0.12
H 4.130 -6.893 1.849 0.11
H 2.674 -8.584 3.293 0.08
H 1.977 -8.087 1.757 0.08
H 1.478 -7.312 3.288 0.08
H 3.907 -3.794 -0.474 0.04
H 2.662 -5.025 -0.384 0.07
H 4.365 -5.550 -0.005 0.07
O -0.267 -1.828 -5.026 -0.30
S -1.028 -2.410 -6.106 0.63
O -0.564 -3.637 -6.709 -0.28
O -2.525 -2.744 -5.576 -0.23
C -3.122 -1.739 -4.738 -0.30
C -4.614 -1.761 -4.966 -0.06
C -1.332 -1.191 -7.435 -0.08
H -2.698 -0.737 -4.872 0.09
H -2.833 -1.908 -3.698 0.08
H -4.831 -1.634 -6.029 0.09
H -5.175 -0.996 -4.431 0.05
H -5.043 -2.721 -4.675 0.09
H -0.379 -0.991 -7.922 0.07
H -1.569 -0.220 -7.005 0.05
H -2.060 -1.684 -8.070 0.07
O -3.620 6.523 3.719 -0.29
S -4.076 5.166 3.650 0.62
O -4.834 4.704 2.502 -0.31
O -2.807 4.157 3.902 -0.25
C -2.353 3.398 2.768 -0.34
C -1.412 4.204 1.894 -0.03
C -5.047 4.729 5.129 -0.09
H -3.180 2.945 2.219 0.11
H -1.827 2.559 3.229 0.06
H -0.620 4.568 2.553 0.07
H -1.842 5.073 1.400 0.08
H -0.935 3.489 1.224 0.06
H -6.032 5.102 4.861 0.06
H -4.590 5.243 5.970 0.07
H -5.023 3.656 5.288 0.06
O 1.769 -1.953 5.255 -0.27
S 3.159 -1.593 5.142 0.62
O 3.797 -0.684 6.072 -0.29
O 4.033 -2.951 5.113 -0.27
C 5.372 -2.925 5.588 -0.26
C 5.931 -4.352 5.413 -0.06
C 3.458 -0.974 3.494 -0.12
H 5.393 -2.633 6.636 0.12
H 5.989 -2.260 4.981 0.12
H 5.875 -4.707 4.384 0.05
H 5.408 -5.057 6.054 0.08
H 7.004 -4.352 5.616 0.08
H 2.823 -0.111 3.295 0.03
H 3.268 -1.790 2.796 0.01
H 4.445 -0.550 3.306 0.08
O -3.061 -7.011 -0.598 -0.29
S -2.752 -7.182 0.800 0.63
O -3.019 -8.435 1.468 -0.27
O -1.215 -6.742 1.111 -0.26
C -0.713 -5.652 0.324 -0.26
C -0.384 -4.512 1.238 -0.07
C -3.530 -5.801 1.670 -0.12
H -1.395 -5.376 -0.482 0.09
H 0.188 -5.957 -0.215 0.12
H 0.288 -3.760 0.817 0.06
H 0.153 -4.847 2.129 0.08
H -1.202 -3.917 1.654 0.06
H -3.292 -4.898 1.110 0.06
H -3.169 -5.795 2.691 0.07
H -4.611 -5.884 1.561 0.08
O -5.551 1.587 -4.198 -0.27
S -4.280 1.624 -3.519 0.63
O -3.760 0.386 -2.994 -0.32
O -3.117 2.130 -4.513 -0.26
C -3.275 3.381 -5.248 -0.23
C -2.315 3.304 -6.425 -0.04
C -4.404 2.962 -2.271 -0.06
H -3.067 4.267 -4.652 0.10
H -4.291 3.341 -5.639 0.12
H -2.647 2.499 -7.077 0.09
H -1.259 3.303 -6.175 0.06
H -2.477 4.239 -6.972 0.09
H -4.639 3.867 -2.818 0.07
H -3.493 2.976 -1.677 0.04
H -5.228 2.568 -1.677 0.07
O 3.499 -4.245 -3.112 -0.27
S 2.806 -3.086 -3.580 0.63
O 1.558 -2.654 -2.970 -0.30
O 3.802 -1.806 -3.514 -0.28
C 4.612 -1.636 -2.331 -0.23
C 3.858 -0.703 -1.395 -0.06
C 2.572 -3.148 -5.366 -0.10
H 5.536 -1.241 -2.746 0.13
H 4.773 -2.613 -1.874 0.09
H 2.975 -1.148 -0.935 0.08
H 3.454 0.122 -1.990 0.08
H 4.498 -0.242 -0.642 0.07
H 3.511 -3.225 -5.910 0.08
H 2.060 -2.276 -5.761 0.05
H 1.934 -4.017 -5.521 0.07
O -5.104 -1.810 -2.044 -0.07
H -5.876 -1.284 -1.813 0.04
H -4.475 -1.166 -2.425 -0.02
O -1.771 -3.602 -2.239 -0.04
H -1.907 -4.327 -2.861 0.06
H -0.992 -3.135 -2.577 0.01
C 2.247 2.207 -4.969 -0.10
C 1.665 0.779 -4.852 -0.08
O 0.679 0.834 -5.886 0.05
C 1.007 1.724 -6.797 -0.60
O 0.561 1.765 -7.909 0.15
O 1.924 2.592 -6.305 0.05
H 3.335 2.118 -4.955 0.13
H 1.978 2.759 -4.072 0.11
H 1.113 0.686 -3.922 0.09
H 2.422 0.003 -4.946 0.12
```

The calculation puts the HOMO energy at -8.97 eV. Its LUMO energy is -0.069 eV. The calculation puts the molecular weight at 1614.0 g/mol. Its strongest force on any atom is 11.2 eV/A. The charge is 0.

[3]
# C3H5N2

C3H5N2 as an isolated structure in a non-equilibrium geometry (ωB97M-V/def2-TZVPD, the Open Molecules 2025 dataset).

The geometry in XYZ format:
```
10
Properties=species:S:1:pos:R:3:nbo_charge:R:1
C 0.870 0.917 0.042 0.25
C 0.826 -1.129 0.843 0.21
C -0.856 0.059 -0.597 -0.05
N 0.378 -0.357 -0.039 -0.34
N -0.229 1.386 -0.473 -0.54
H 0.341 -1.941 1.173 0.21
H 1.918 -0.935 1.195 0.27
H -0.978 -0.082 -1.658 0.26
H -1.674 -0.339 0.047 0.24
H -0.597 2.421 -0.534 0.48
```

The calculation puts the HOMO energy at -14.66 eV. Its LUMO energy is -5.972 eV. The calculation puts the molecular weight at 69.1 g/mol. Its strongest force on any atom is 4.9 eV/A. The charge is +1.